# 1
The following is a quantum chemistry calculation of C16H10BeF6N5O5PS5 as an isolated structure, from OMol25.

Calculated values
Charge: -2
Spin multiplicity: 1
Frontier orbital gap, eV: 7.65
Energy relative to the best compared isomer or geometry (same formula, charge and spin), kJ/mol: 38.00
HOMO level, eV: -3.328

Atoms and positions in Å:
S: -3.18 2.20 -1.44
S: -0.12 -0.14 -0.23
S: -0.90 -2.04 2.62
S: -1.98 2.98 -3.82
S: -3.42 0.92 2.78
P: 0.17 -1.71 1.01
F: -1.06 4.90 -2.21
F: -5.06 2.49 0.35
F: 0.28 3.22 -2.44
F: -3.59 4.09 0.34
F: 0.04 4.64 -4.05
F: -5.11 4.00 -1.18
O: -2.38 3.74 -4.96
O: -1.85 2.30 -0.77
O: -3.94 2.08 3.52
O: -3.79 0.91 -1.49
O: -1.41 1.67 -3.99
N: -0.16 2.58 1.30
N: 3.78 4.13 2.99
N: -2.53 1.08 1.64
N: 1.79 4.00 1.53
N: -3.16 3.04 -2.77
C: 0.83 -4.29 -2.13
C: 0.16 -3.20 -0.08
C: 1.95 -1.64 1.48
C: 3.98 -0.41 1.89
C: 3.90 -2.76 2.35
C: 2.82 4.02 2.33
C: -0.49 -4.35 0.31
C: 0.82 -3.17 -1.31
C: 2.58 -2.80 1.94
C: -4.31 3.27 -0.41
C: 0.80 3.22 1.45
C: -0.59 3.99 -3.07
C: -0.49 -5.48 -0.50
C: 2.66 -0.45 1.46
C: 0.17 -5.45 -1.72
C: 4.61 -1.56 2.33
Be: -1.32 1.51 0.66
H: 0.17 -6.32 -2.36
H: 2.16 0.45 1.10
H: 1.31 -2.26 -1.63
H: -1.01 -4.35 1.27
H: -1.01 -6.38 -0.19
H: 2.03 -3.73 1.98
H: 4.51 0.54 1.88
H: 1.33 -4.26 -3.08
H: 5.64 -1.53 2.66
H: 4.39 -3.67 2.70

=====

# 2
The following is a quantum chemistry calculation of C33H26IrN8OP as an isolated structure, from OMol25.

Calculated values
Charge: +2
Spin multiplicity: 1
Frontier orbital gap, eV: 7.56
Energy relative to the best compared isomer or geometry (same formula, charge and spin), kJ/mol: 95.59
HOMO level, eV: -14.607

Atoms and positions in Å:
Ir: -0.44 0.80 -0.88
P: -0.80 -0.03 1.28
O: -0.38 3.63 -0.41
N: -1.03 -3.20 -3.01
N: -1.85 -2.60 -1.00
N: -0.07 -1.57 -4.44
N: -0.79 -0.95 -2.25
N: 6.76 0.74 0.57
N: -0.17 -3.77 -5.05
N: -0.06 1.61 -2.82
N: 1.52 1.02 -0.49
C: 0.06 0.71 -3.82
C: 5.65 0.83 0.33
C: -0.43 -2.85 -4.14
C: 2.64 -2.09 1.86
C: -4.44 -1.75 1.67
C: 1.46 -1.61 1.34
C: -4.17 -2.95 2.32
C: 0.71 2.39 -5.38
C: -1.27 2.60 1.48
C: -2.09 -1.23 1.68
C: 3.11 -1.61 3.08
C: 0.18 2.90 -3.10
C: -1.82 -2.43 2.32
C: 0.56 3.32 -4.37
C: -2.30 2.59 4.04
C: 3.40 1.68 0.83
C: 2.05 1.71 0.54
C: 2.39 -0.64 3.77
C: 0.45 1.06 -5.09
C: -1.22 -2.25 -2.11
C: -0.69 2.57 0.09
C: 3.71 0.23 -1.05
C: -1.89 1.39 3.47
C: 0.73 -0.63 2.02
C: 2.35 0.30 -1.27
C: -1.67 3.80 2.06
C: 4.24 0.92 0.03
C: -1.36 1.41 2.19
C: -2.86 -3.29 2.64
C: -2.19 3.79 3.34
C: 1.20 -0.16 3.25
C: -3.41 -0.89 1.36
C: -0.28 -0.70 -3.49
H: 1.09 -1.99 0.39
H: -2.20 -1.93 -0.33
H: 0.65 0.60 3.79
H: 3.20 -2.86 1.33
H: 4.33 -0.36 -1.70
H: 0.73 4.38 -4.54
H: 0.53 0.28 -5.84
H: -2.52 4.71 3.80
H: 0.06 3.59 -2.28
H: 3.78 2.24 1.67
H: -2.66 -4.22 3.15
H: 1.01 2.69 -6.37
H: -0.80 -2.71 2.58
H: -2.00 0.46 4.02
H: -1.59 4.72 1.50
H: 2.76 -0.27 4.72
H: 4.04 -1.99 3.49
H: -0.45 -4.73 -4.88
H: -4.98 -3.62 2.58
H: 1.90 -0.24 -2.09
H: -2.20 -3.55 -0.95
H: 0.25 -3.51 -5.92
H: -2.71 2.59 5.04
H: 1.38 2.29 1.15
H: -3.63 0.06 0.88
H: -5.46 -1.48 1.43